# 1
DFT (ωB97M-V/def2-TZVPD) results for an isolated ion of composition C8H6NO2 and charge -1 at a distorted geometry.

Calculated values
HOMO energy	-2.29	eV
frontier orbital gap	0.2178	Eh
net charge	-1

```
17
Properties=species:S:1:pos:R:3:forces:R:3:mulliken_charge:R:1
C -1.228694 0.879521 -0.622152 -0.699 1.246 0.556 -0.46
C -2.596443 0.584096 -0.623570 -0.500 0.472 -1.633 -0.53
C -1.595637 -1.103705 0.433758 2.108 1.987 -1.137 -0.82
C -0.573679 -0.102375 0.139748 -1.736 -1.595 -0.122 0.81
C 3.151964 0.425424 0.404217 -1.662 0.786 0.067 -0.81
C 3.030349 -0.801600 -0.018489 0.610 0.165 -1.288 0.67
C 1.714802 0.991558 0.190305 -0.526 -0.482 0.385 0.64
C 0.827435 -0.092058 0.455771 -1.076 1.202 -0.199 -1.07
N -2.757537 -0.675905 -0.154124 1.207 0.787 1.055 0.05
O 2.956093 -1.749016 -0.699797 0.492 -0.941 0.310 -0.49
O 1.517981 2.181112 -0.216061 0.344 -1.715 0.368 -0.79
H -0.625732 1.737819 -0.965919 -0.993 -0.263 0.228 0.36
H -3.520978 1.104668 -0.947714 1.095 -0.166 -0.050 0.35
H -1.485792 -2.139181 0.551721 0.347 -1.203 0.647 0.29
H 3.709302 0.920131 1.137413 1.320 0.234 0.612 0.30
H 1.018238 -0.905664 1.124084 1.034 -0.145 0.248 0.34
H -3.541669 -1.254832 -0.189191 -1.365 -0.367 -0.048 0.15
```
Positions in Å, forces in eV/Å.

# 2
DFT (ωB97M-V/def2-TZVPD) results for a 2-piece molecular cluster, C2H6BNO overall at a distorted geometry.

Calculated values
HOMO energy (alpha / beta)	-6.91 / -10.28	eV
frontier orbital gap (alpha / beta)	0.2159 / 0.3809	Eh

```
11
Properties=species:S:1:pos:R:3:forces:R:3:mulliken_charge:R:1
B -0.180603 0.240901 1.443710 -0.696 0.374 -1.552 0.24
C 0.930340 -0.899289 -0.257944 -2.153 0.327 -0.970 0.02
C -0.847141 0.362799 -0.001220 0.763 0.114 -0.796 -0.65
N -0.180691 -0.431734 -0.895766 2.929 -0.959 2.497 -0.03
O 0.959110 -0.617200 0.980340 2.534 -1.705 -0.790 -0.48
H 0.353034 1.267669 1.742672 -0.439 0.246 0.917 -0.10
H -0.929345 -0.463419 2.050261 -0.082 0.228 1.001 -0.10
H 1.601966 -1.421694 -0.917150 0.865 -0.347 0.783 0.38
H -1.736845 0.634559 -0.404702 -2.727 1.319 -0.593 0.45
H 0.165841 1.783941 -1.852436 -0.210 0.233 0.229 -0.03
H -0.135665 -0.456531 -1.887765 -0.784 0.171 -0.725 0.29
```
Positions in Å, forces in eV/Å.

# 3
DFT (ωB97M-V/def2-TZVPD) results for a 9-piece molecular cluster, C13H31N5O26S4 overall at a distorted geometry.

Calculated values
HOMO energy	-10.96	eV
frontier orbital gap	0.3795	Eh

```
79
Properties=species:S:1:pos:R:3:forces:R:3:mulliken_charge:R:1
C -1.199355 -0.159958 -4.972577 -1.075 -0.718 -0.470 -0.59
N -0.106025 0.479872 -4.244257 -0.218 1.350 -0.634 0.80
O -0.226055 0.604632 -3.037057 0.533 -0.156 -0.294 -0.38
O 0.754485 0.983042 -4.955567 0.062 -0.453 1.082 -0.52
H -1.138945 -1.244448 -4.881327 0.287 0.023 -0.064 0.10
H -1.153105 0.165172 -6.011927 0.098 -0.206 0.229 0.35
H -2.151115 0.121242 -4.521817 0.195 0.194 0.107 0.25
C -2.217705 3.334682 -2.153937 1.025 0.978 -0.436 -0.48
N -3.179525 2.565152 -1.383417 -2.755 -1.688 -1.053 0.97
O -4.002275 1.793712 -1.932357 1.953 1.308 0.156 -0.59
O -3.201665 2.758802 -0.202577 0.359 0.224 1.438 -0.51
H -1.627025 2.698062 -2.812657 -0.184 -0.049 0.192 0.11
H -1.603155 3.855832 -1.419887 0.169 -0.403 -0.170 0.13
H -2.705255 4.126142 -2.723137 -0.441 -0.418 -0.115 0.36
C 5.046605 -0.193708 1.277383 0.107 -0.913 -0.858 -0.73
N 6.106265 0.646492 0.608583 0.759 0.495 -0.024 0.91
O 6.601435 1.486912 1.356613 -0.240 -0.490 -0.873 -0.53
O 6.446445 0.472102 -0.568557 -0.971 -0.024 1.867 -0.54
H 4.083545 -0.031598 0.793303 0.052 0.579 0.278 0.22
H 5.102055 -0.040498 2.355133 -0.180 0.312 -0.406 0.33
H 5.232415 -1.242388 1.045363 0.412 0.058 -0.009 0.34
C 1.158745 -2.139288 4.901743 -0.080 1.061 -0.998 -0.70
N 1.031955 -3.652828 4.994363 -2.355 -0.488 0.691 0.90
O 0.074715 -4.150808 5.636633 1.842 1.668 -0.952 -0.53
O 1.828625 -4.325598 4.391493 0.418 0.385 -0.066 -0.51
H 1.391525 -1.632128 5.838073 0.238 -0.663 0.013 0.33
H 0.330555 -1.575188 4.472813 -1.353 -1.069 0.716 0.21
H 1.781855 -1.835668 4.060523 1.269 -0.869 0.559 0.30
C 1.509875 -3.874908 -3.854077 -1.643 0.154 0.512 -0.48
N 0.471345 -3.782718 -4.941157 1.619 -0.797 -1.951 0.88
O -0.703575 -3.669988 -4.689797 -0.416 0.505 0.854 -0.51
O 0.894915 -3.956878 -6.069367 -0.033 0.333 -0.066 -0.55
H 0.776725 -3.977618 -3.054047 1.098 -0.264 0.882 0.12
H 2.102345 -2.964318 -3.765247 -0.293 0.032 -0.256 0.29
H 2.154235 -4.728538 -4.064357 -0.343 0.086 0.104 0.26
O 0.512085 3.194982 -0.349567 2.210 1.056 1.016 -0.32
S 1.786165 3.758342 0.100223 -0.221 0.193 -0.912 1.04
O 2.836015 2.828582 0.534043 -2.169 2.546 -0.421 -0.53
O 2.325595 4.776652 -1.087287 -0.098 -0.852 0.487 -0.31
C 2.902145 5.992332 -0.544187 0.202 -1.259 2.085 -0.46
C 1.900655 6.316482 0.592813 -0.867 -0.104 -1.497 -0.34
O 1.425925 5.036532 1.149583 1.706 -1.257 -0.923 -0.37
H 3.852785 5.754292 -0.066987 0.217 -0.283 -0.106 0.32
H 3.154345 6.736742 -1.299407 -0.930 -0.146 -0.123 0.34
H 0.998405 6.684432 0.104293 0.032 0.553 0.251 0.28
H 2.269755 7.002662 1.355063 -0.033 -0.470 0.117 0.36
O -0.977885 1.489752 6.377233 -0.867 1.928 -2.262 -0.49
S -1.563385 2.433032 5.428123 0.083 -0.243 -1.478 1.01
O -2.857175 3.040852 5.730753 2.845 -0.449 -0.415 -0.52
O -0.335315 3.502392 4.824753 -1.127 0.206 2.581 -0.44
C -0.134305 3.386172 3.430483 -2.098 -1.810 -0.697 0.00
C -1.533835 2.881162 2.962193 1.669 1.085 0.189 0.05
O -1.706885 1.792522 3.883233 -0.612 -0.367 1.085 -0.29
H 0.202085 4.232282 2.831283 0.017 0.417 1.059 0.31
H 0.513035 2.516632 3.316683 0.469 0.202 -0.462 0.20
H -1.461695 2.668032 1.895663 -0.383 -1.063 0.226 -0.09
H -2.312055 3.632522 3.096143 -0.032 -0.006 0.132 0.34
O 0.503225 -3.443138 -0.504057 0.194 1.850 0.705 -0.46
S 0.840715 -2.186968 0.123963 -0.394 2.104 0.636 0.92
O 2.237925 -1.836148 0.346773 -2.334 -0.881 0.008 -0.44
O 0.143675 -0.871888 -0.622457 0.703 -1.624 -0.094 -0.16
C -0.686955 -0.074238 0.222793 0.179 -0.663 1.142 0.22
C -1.149705 -1.040238 1.350463 -0.239 0.331 -1.268 -0.05
O -0.076995 -1.940418 1.510343 2.250 -1.308 -0.825 -0.35
H -0.115655 0.683952 0.758393 0.326 0.307 -0.639 0.16
H -1.462425 0.361502 -0.407197 0.013 -0.145 0.231 -0.22
H -2.018005 -1.621188 1.039593 -0.279 0.189 0.350 0.22
H -1.244385 -0.512538 2.299503 -0.412 -0.131 -0.124 0.09
O -3.595475 -7.499488 -0.309147 0.167 2.656 0.001 -0.52
S -3.258285 -6.454078 -1.249967 -0.343 -0.102 -1.661 1.07
O -2.584055 -7.020788 -2.421027 -0.795 2.341 1.672 -0.53
O -4.584595 -5.533638 -1.716687 1.129 -1.533 0.506 -0.35
C -4.387515 -4.129578 -1.515837 0.673 0.612 -0.550 -0.34
C -2.840575 -3.946178 -1.432267 -2.270 -0.132 -2.397 -0.05
O -2.543425 -5.018818 -0.616347 1.318 -3.197 1.316 -0.30
H -4.839225 -3.640208 -2.378717 0.047 0.041 0.089 0.31
H -4.863855 -3.801358 -0.592007 -0.046 -0.161 0.039 0.31
H -2.517405 -2.931298 -1.200547 0.101 -0.422 1.207 0.12
H -2.419335 -4.113448 -2.423567 0.085 -0.086 -0.260 0.23
```
Positions in Å, forces in eV/Å.

# 4
DFT (ωB97M-V/def2-TZVPD) results for a 2-piece molecular cluster, C3H9NO3 overall at a distorted geometry.

Calculated values
HOMO energy	-10.05	eV
frontier orbital gap	0.3942	Eh

```
16
Properties=species:S:1:pos:R:3:forces:R:3:mulliken_charge:R:1
C -2.545436 -0.370437 0.774840 1.536 1.783 0.343 -1.06
C -1.608995 -0.249522 -0.451239 -0.802 0.036 -0.902 -0.38
N -0.454677 0.629167 -0.222963 0.118 -1.412 -0.086 -0.21
C 0.824729 0.095038 -0.154084 -2.187 0.723 1.111 0.58
O 1.184578 -0.943042 -0.633438 0.360 -0.351 -0.372 -0.58
O 1.549687 0.898551 0.644558 0.564 0.153 0.295 -0.49
H -3.520768 -0.832707 0.684721 0.185 -0.368 -0.411 0.35
H -1.984690 -0.707970 1.651812 -0.256 -0.420 -0.117 0.29
H -2.719493 0.699827 0.980437 -0.452 -0.282 0.327 0.27
H -1.303189 -1.199882 -0.890302 0.276 0.135 0.252 0.35
H -2.175156 0.276869 -1.213692 -0.359 -0.278 -0.340 0.26
H -0.670969 1.374855 0.413417 0.423 0.201 0.151 0.23
H 2.241628 0.354734 1.039895 0.549 0.079 -0.326 0.39
O 4.054289 -0.041783 -0.652676 -0.100 0.068 -0.124 -0.66
H 3.630527 0.769770 -0.967468 0.145 -0.274 0.061 0.32
H 3.497933 -0.753463 -1.003823 -0.001 0.207 0.138 0.33
```
Positions in Å, forces in eV/Å.

# 5
DFT (ωB97M-V/def2-TZVPD) results for C25H45FeN2S2Si4Te as an isolated structure.

Calculated values
HOMO energy (alpha / beta)	-3.87 / -3.88	eV
frontier orbital gap (alpha / beta)	0.2415 / 0.2415	Eh
net charge	-1
multiplicity	5

```
80
Properties=species:S:1:pos:R:3:forces:R:3:mulliken_charge:R:1
Fe 1.025535 -0.791742 -1.964022 0.167 -0.752 0.048 0.02
C 2.049458 -2.912311 -4.363803 0.030 -0.002 -0.013 -1.21
N 2.488245 -2.620646 -2.997950 -0.021 0.037 -0.014 0.99
C 2.171233 -3.712866 -2.071747 0.060 0.009 -0.001 -1.21
C 2.291447 -3.219176 -0.643989 -0.015 -0.034 -0.014 -1.07
N 1.218813 -2.269038 -0.284247 0.103 0.031 -0.005 1.47
C 1.647559 -1.494387 0.894417 0.002 -0.043 -0.045 -0.93
C -0.048845 -2.956566 -0.083173 -0.028 0.006 0.023 -0.66
C -0.275678 -3.626444 1.115656 0.019 -0.026 -0.035 -0.23
C -1.466651 -4.286900 1.360037 0.018 -0.015 0.007 -0.91
C -2.449744 -4.278160 0.378372 -0.007 0.002 0.013 -0.56
C -2.227520 -3.626240 -0.818322 -0.026 -0.006 -0.010 -0.88
C -1.026162 -2.954871 -1.092732 0.032 0.025 0.051 1.11
S -0.827610 -2.185867 -2.654303 0.044 0.148 -0.006 -0.44
C 3.892995 -2.272004 -2.972964 -0.012 0.000 -0.006 -0.72
C 4.850170 -3.210808 -3.350098 -0.038 -0.002 0.013 -0.25
C 6.199915 -2.907593 -3.345434 0.017 0.014 -0.003 -0.92
C 6.597053 -1.631395 -2.958820 0.008 -0.041 -0.010 -0.44
C 5.653595 -0.695216 -2.586061 -0.004 0.026 0.011 -0.59
C 4.280103 -0.987041 -2.580246 0.030 0.025 0.002 0.71
S 3.154312 0.255030 -2.072091 -0.152 0.050 -0.022 -0.50
H 2.610776 -3.743884 -4.810900 -0.023 -0.015 0.002 0.34
H 2.199154 -2.025137 -4.979840 0.012 -0.004 -0.001 0.31
H 0.989323 -3.156352 -4.345919 0.000 0.012 -0.013 0.34
H 2.840509 -4.573848 -2.210875 -0.005 0.005 -0.014 0.34
H 1.153142 -4.042917 -2.281003 -0.012 0.018 0.036 0.72
H 3.242327 -2.692107 -0.530425 0.000 -0.007 -0.001 0.66
H 2.291046 -4.064432 0.056430 -0.011 -0.001 -0.007 0.36
H 2.011269 -2.139948 1.702906 -0.012 0.008 0.014 0.34
H 0.817267 -0.892601 1.248348 0.018 0.043 -0.011 -0.16
H 2.450033 -0.824296 0.584921 0.012 -0.016 0.018 0.41
H 0.494898 -3.621223 1.876685 -0.011 0.002 0.017 0.25
H -1.626799 -4.790889 2.304622 -0.003 0.005 0.003 0.40
H -3.397656 -4.774587 0.548726 0.000 -0.006 0.004 0.37
H -2.997030 -3.611906 -1.579791 0.002 0.008 -0.005 0.40
H 4.525042 -4.199875 -3.652724 0.013 -0.005 -0.004 0.30
H 6.929155 -3.651482 -3.640414 0.003 0.003 0.001 0.36
H 7.647727 -1.366712 -2.947239 0.002 -0.005 -0.002 0.36
H 5.963422 0.296844 -2.282119 -0.011 0.004 0.001 0.41
C -4.126388 3.257593 -1.159997 0.009 0.092 0.040 -1.05
Si -2.810557 4.009612 -0.042413 0.119 -0.097 0.034 0.55
C -1.741077 5.170473 -1.066263 -0.100 0.004 0.015 -1.04
C -3.661288 5.010522 1.319695 -0.006 0.023 -0.097 -1.03
Si -1.489759 2.296810 0.849903 -0.066 -0.327 0.248 -0.11
Te -0.306133 1.322112 -1.071032 -0.091 0.687 -0.291 -0.33
Si 0.135117 3.074685 2.342096 -0.115 -0.033 -0.077 0.39
C -0.623361 3.730993 3.946427 0.084 -0.017 0.012 -1.06
C 1.121715 4.458889 1.531485 0.003 -0.049 0.082 -1.05
C 1.319004 1.669636 2.754980 -0.001 0.106 0.025 -0.66
Si -2.846185 0.604655 1.763954 0.078 0.153 -0.036 0.25
C -1.800375 -0.689482 2.647808 -0.135 0.097 0.047 -0.37
C -4.083280 1.298403 3.018182 -0.023 -0.060 -0.027 -1.06
C -3.785963 -0.251826 0.380076 0.011 -0.011 0.078 -0.80
H -4.636485 4.038566 -1.731227 -0.016 -0.009 -0.009 0.39
H -4.876811 2.715243 -0.581016 -0.005 -0.001 0.009 0.24
H -3.667895 2.558018 -1.861333 0.019 -0.008 -0.002 0.31
H -2.364717 5.903083 -1.587148 0.017 0.014 -0.011 0.38
H -1.177560 4.600788 -1.807175 0.002 -0.020 -0.003 0.27
H -1.024751 5.710565 -0.444868 0.004 0.001 0.013 0.26
H -4.287936 5.792367 0.880116 -0.009 0.008 0.018 0.37
H -2.929148 5.495706 1.968960 0.018 -0.004 -0.001 0.25
H -4.297309 4.381376 1.945352 0.007 -0.020 0.003 0.25
H -1.333232 4.537896 3.753133 -0.007 0.004 -0.020 0.25
H 0.154676 4.119058 4.610606 -0.007 0.006 0.014 0.37
H -1.155953 2.941461 4.481703 -0.007 -0.016 -0.008 0.27
H 0.510265 5.349625 1.374268 -0.016 0.005 0.007 0.23
H 1.498026 4.128595 0.561424 -0.003 -0.010 -0.013 0.30
H 1.974219 4.737972 2.157525 0.011 0.014 -0.012 0.38
H 0.822258 0.864778 3.300451 -0.019 -0.005 -0.003 0.25
H 2.147850 2.037662 3.366783 0.014 -0.021 0.002 0.50
H 1.727747 1.254629 1.831249 0.006 0.036 -0.002 -0.12
H -1.315478 -0.282942 3.538254 0.008 0.023 0.004 0.33
H -1.031700 -1.075502 1.981270 -0.032 -0.053 -0.023 -0.39
H -2.428670 -1.530516 2.955384 0.023 -0.022 -0.008 0.38
H -3.575856 1.800558 3.845033 0.021 0.009 -0.004 0.27
H -4.697215 0.495786 3.437777 -0.006 0.001 0.008 0.35
H -4.755090 2.022525 2.551723 -0.006 0.003 -0.013 0.23
H -3.087822 -0.617837 -0.376492 0.014 -0.005 -0.003 0.06
H -4.489023 0.421411 -0.113401 0.001 0.017 0.001 0.30
H -4.345685 -1.104357 0.776878 0.002 -0.015 -0.017 0.38
```
Positions in Å, forces in eV/Å.

# 6
DFT (ωB97M-V/def2-TZVPD) results for one molecule with the formula C4H10S at a distorted geometry.

Calculated values
HOMO energy	-8.36	eV
frontier orbital gap	0.3457	Eh

```
15
Properties=species:S:1:pos:R:3:forces:R:3:mulliken_charge:R:1
C -2.102762 0.885185 -0.307341 2.962 -0.776 -0.785 -1.07
C -1.009924 0.418013 0.675459 -3.245 4.177 1.538 -0.63
S 0.498802 1.351700 0.768063 1.363 -0.194 -1.094 -0.13
C 1.653957 -0.138977 0.478564 -1.224 -0.779 2.066 -0.60
C 1.510638 -1.054915 -0.772153 -0.173 -0.807 -0.471 -0.82
H -2.219110 1.920758 -0.083943 -0.608 0.751 -0.518 0.33
H -1.868424 0.604615 -1.336923 0.231 0.825 -0.162 0.28
H -2.914939 0.287200 -0.091732 -2.249 -0.784 0.687 0.37
H -0.640930 -0.490399 0.553325 0.647 -4.436 -0.479 0.48
H -1.648851 0.527519 1.599636 1.494 -0.533 -0.106 0.31
H 1.468253 -0.604429 1.543771 0.580 -0.007 -2.419 0.30
H 2.660428 0.204301 0.487269 0.731 0.678 0.235 0.38
H 2.062259 -0.690266 -1.637894 -0.351 1.131 -0.039 0.29
H 2.118467 -2.039875 -0.773820 -1.550 1.041 1.086 0.28
H 0.432135 -1.180431 -1.102282 1.393 -0.287 0.462 0.23
```
Positions in Å, forces in eV/Å.

- What is the formula in the fifth record?
  C25H45FeN2S2Si4Te